Entry 1:
Computed, not measured: 2 unconnected molecules or ions with the total composition C4H10NO2 in a non-equilibrium geometry, with ωB97M-V with the def2-TZVPD basis set.

Geometry as XYZ:
```
17
Properties=species:S:1:pos:R:3:forces:R:3
H 1.0695 2.7493 -0.6477 0.1 1.0 -0.2
C 1.0837 0.7236 -0.2694 -1.5 1.5 -0.5
H -0.4948 -1.3666 -0.3942 -0.4 -0.6 0.8
H -1.3619 0.4520 1.0192 0.0 1.0 1.6
H -1.3842 -0.6957 -1.5338 0.1 0.1 -0.4
C 0.3953 1.9530 -0.4524 1.8 0.4 -1.3
H 2.9660 -1.9194 -0.1496 -1.4 2.3 0.7
H -2.5945 0.6966 -0.1347 -2.5 3.2 -2.3
H -2.5446 -0.7086 0.7011 -2.1 -2.4 1.6
C 2.3265 -1.0434 0.3341 0.1 -5.2 -2.1
H -0.5936 2.0376 -0.8084 -1.1 -0.2 0.3
H 1.5160 -1.5652 0.8781 -0.5 0.6 -1.0
N -0.9863 -0.5260 -0.6223 0.3 1.0 -1.2
O 1.9795 -0.0523 -0.6458 -0.3 -1.3 -0.2
H 2.8247 -0.6332 1.0861 2.7 2.1 2.9
O 0.7857 1.3317 0.8268 -0.5 -1.3 1.0
C -2.0046 0.0389 0.2980 5.1 -2.4 0.2
```
Positions in Å, forces in eV/Å.

Values from the calculation:
* gap between HOMO and LUMO: 10.29 eV
* total charge: +1
* LUMO: -4.125 eV
* molar mass: 104.13 g mol⁻¹
* maximum force: 5.67 eV/Å
* energy relative to the best compared isomer or geometry (same formula, charge and spin): 5.359 eV
* E_HOMO: -0.530 hartree

natural (NBO) atomic charge list, values in e, 2 entries:
1. H 0.226
2. C 0.850


Entry 2:
Computed, not measured: 2 unconnected molecules or ions with the total composition C4H10NO2 in a non-equilibrium geometry, with ωB97M-V with the def2-TZVPD basis set.

Geometry as XYZ:
```
17
Properties=species:S:1:pos:R:3:forces:R:3
H -1.8126 2.9771 -0.7842 0.7 0.7 0.0
H -0.7404 -1.4912 -0.7595 -0.5 -0.2 0.8
H -1.3089 1.3499 -0.6817 0.6 0.3 0.6
O -0.7928 -1.4916 0.2519 1.2 -0.5 -1.0
H 1.3365 -0.8034 2.6851 0.4 -0.6 0.2
C 0.9658 0.0377 -0.1524 2.3 -1.4 0.6
C 0.4564 -1.0397 0.6981 -2.4 0.8 -0.2
H -1.4141 1.9968 -2.1660 0.7 0.9 -0.5
N -1.2138 2.2406 -1.1854 -2.7 -1.5 -0.2
C 0.3710 -0.9495 2.2258 0.3 0.6 0.1
O -0.1472 -0.6482 -2.0955 0.6 0.5 0.6
H -0.1983 -1.8204 2.5239 0.3 -0.2 0.4
H 1.1391 -1.9808 0.5181 0.2 0.8 -0.1
H 1.0205 0.9525 -2.1407 0.8 0.6 -0.4
H -0.1780 -0.0679 2.5428 -0.4 0.2 -0.4
H 1.8760 0.6026 0.0776 -0.2 -0.3 0.6
C 0.6408 0.1355 -1.5580 -1.8 -0.8 -1.1
```
Positions in Å, forces in eV/Å.

Values from the calculation:
* expectation value of S²: 1.112
* gap between HOMO and LUMO (spin up / spin down): 8.05 / 5.32 eV
* total charge: +2
* LUMO (spin up / spin down): -12.371 / -14.587 eV
* molar mass: 104.13 g mol⁻¹
* maximum force: 3.12 eV/Å
* 2S+1: 2
* energy relative to the best compared isomer or geometry (same formula, charge and spin): 5.220 eV
* E_HOMO (spin up / spin down): -0.750 / -0.732 hartree

natural (NBO) atomic charge list, values in e, 2 entries:
1. H 0.454
2. H 0.513


Entry 3:
Computed, not measured: a single C4H10NO2P molecule in a non-equilibrium geometry, with ωB97M-V with the def2-TZVPD basis set.

Geometry as XYZ:
```
18
Properties=species:S:1:pos:R:3:forces:R:3
H -2.3874 -0.3314 1.1789 1.5 1.2 0.3
H 1.2227 -0.1831 -1.4904 1.4 0.1 2.1
H 0.4271 -0.9101 1.2503 0.3 -1.3 1.7
C -0.6937 0.5229 0.4185 -1.2 1.5 0.4
H -0.5881 1.1599 -1.8240 -0.6 -0.8 1.9
H 2.4282 -0.5661 1.5193 0.7 0.7 -0.5
P 2.7890 0.2327 0.3426 0.4 1.7 2.3
N 1.5003 -0.3307 -0.4684 -5.3 -1.6 -2.2
C -0.5110 -1.7952 -0.5355 1.1 -0.5 -0.3
H -1.7431 2.0460 -0.8895 0.6 -1.1 0.8
H -0.1429 1.3642 0.8176 0.8 -0.2 0.3
O -1.1931 -2.6622 -0.0625 -0.2 0.2 -0.5
H 2.2631 1.5508 1.0187 0.6 -1.5 -0.7
H -0.1211 -1.7721 -1.6270 -0.9 -0.3 1.0
C -1.2545 1.0205 -0.8793 -2.6 0.6 -3.2
O -1.6741 0.3263 1.4579 -1.3 -1.1 -1.1
H -2.1401 0.3326 -1.1895 1.5 0.9 0.2
C 0.1173 -0.7078 0.2806 3.1 1.7 -2.7
```
Positions in Å, forces in eV/Å.

Values from the calculation:
* gap between HOMO and LUMO: 9.74 eV
* SMILES string: C[C@@H](O)[C@@H](C=O)NP
* LUMO: 0.631 eV
* molar mass: 135.10 g mol⁻¹
* maximum force: 6.00 eV/Å
* energy relative to the best compared isomer or geometry (same formula, charge and spin): 4.154 eV
* E_HOMO: -0.335 hartree

natural (NBO) atomic charge list, values in e, 2 entries:
1. H 0.472
2. H 0.406


Entry 4:
Computed, not measured: 2 unconnected molecules or ions with the total composition C4H10NO3 in a non-equilibrium geometry, with ωB97M-V with the def2-TZVPD basis set.

Geometry as XYZ:
```
18
Properties=species:S:1:pos:R:3:forces:R:3
H -1.4115 0.6837 0.6311 1.3 -1.8 1.0
N 0.6037 0.4178 1.3000 -1.4 -0.9 0.3
H -1.6236 -2.7228 1.0147 0.6 -0.9 2.4
O 2.4167 1.2562 0.1735 -0.2 0.5 1.1
H -1.6476 -3.1181 -0.6739 0.3 0.2 0.6
H -0.7279 -0.5867 -1.0801 -1.2 0.1 -1.0
H -1.0978 -0.6671 1.8451 -0.3 -0.3 0.8
H 0.2908 -1.6136 -0.3677 0.1 -0.7 0.6
H -2.8591 -2.1314 -0.0467 1.4 0.8 0.4
H 2.6697 2.7731 -1.2645 -0.1 -0.7 0.7
H 1.1947 -0.3386 1.6882 0.2 1.4 -0.8
C 1.1554 1.3294 0.3149 2.6 -2.5 -1.2
C -0.7150 -1.2195 -0.2196 0.6 0.9 1.8
C -0.6986 -0.2079 0.9704 -0.4 2.9 -1.8
C -1.7384 -2.3048 0.0869 -1.8 -0.2 -4.5
H 1.4407 3.2022 -1.9389 -4.1 -1.0 0.4
O 0.4215 1.9011 -0.4871 -2.0 0.8 0.3
O 2.3262 3.3469 -1.9463 4.3 1.6 -1.0
```
Positions in Å, forces in eV/Å.

Values from the calculation:
* gap between HOMO and LUMO: 7.94 eV
* total charge: -1
* LUMO: 3.570 eV
* molar mass: 120.13 g mol⁻¹
* maximum force: 4.82 eV/Å
* energy relative to the best compared isomer or geometry (same formula, charge and spin): 1.212 eV
* E_HOMO: -0.161 hartree

natural (NBO) atomic charge list, values in e, 2 entries:
1. H 0.206
2. N -0.705


Entry 5:
Computed, not measured: 2 unconnected molecules or ions with the total composition C4H10NO3 in a non-equilibrium geometry, with ωB97M-V with the def2-TZVPD basis set.

Geometry as XYZ:
```
18
Properties=species:S:1:pos:R:3:forces:R:3
O -1.3939 -1.4878 -1.0706 -0.7 -0.2 -0.4
N 0.7650 -1.1562 -0.5685 0.2 -0.4 0.0
H 0.9018 -1.6840 -1.4149 0.2 0.4 -0.4
O -0.6390 1.4089 -2.1653 -0.2 0.1 -0.2
C -0.5508 -1.0876 -0.2840 0.5 -0.5 1.2
C -0.9430 -0.6810 1.1345 -0.6 0.5 0.6
H 0.2632 1.4776 -1.7657 0.1 -0.1 0.3
C 1.7857 -0.1128 -0.2131 0.4 0.9 -0.3
H 0.2007 1.1134 1.3452 0.3 0.1 0.2
H -1.1994 1.3768 0.4851 -0.5 0.1 -0.1
H 2.7358 -0.5004 -0.6632 -0.3 -0.3 0.2
H -0.8891 0.5432 -1.8267 -0.3 0.0 -0.3
H 1.9284 -0.1781 0.8978 -0.2 -0.1 -0.2
H -1.9729 -1.0413 1.2761 0.2 0.2 -0.2
H -1.2892 1.2593 2.2392 -0.6 -0.2 0.7
O 1.4864 1.1164 -0.6574 0.4 -0.5 0.4
C -0.8478 0.8416 1.3597 0.9 -0.2 -1.1
H -0.3418 -1.2080 1.8918 0.1 0.1 -0.4
```
Positions in Å, forces in eV/Å.

Values from the calculation:
* gap between HOMO and LUMO: 7.70 eV
* total charge: -1
* LUMO: 4.011 eV
* molar mass: 120.13 g mol⁻¹
* maximum force: 1.44 eV/Å
* energy relative to the best compared isomer or geometry (same formula, charge and spin): 1.556 eV
* E_HOMO: -0.135 hartree

natural (NBO) atomic charge list, values in e, 2 entries:
1. O -0.674
2. N -0.664


Entry 6:
Computed, not measured: 2 unconnected molecules or ions with the total composition C4H10NO3 in a non-equilibrium geometry, with ωB97M-V with the def2-TZVPD basis set.

Geometry as XYZ:
```
18
Properties=species:S:1:pos:R:3:forces:R:3
N 0.9137 -1.2057 -0.6454 -0.9 -0.7 1.5
H -1.1838 0.5362 -1.5500 -0.2 -1.3 -0.3
H 0.0363 -1.7645 -0.4186 1.4 0.9 -0.7
C -0.1535 0.8419 -1.4682 0.4 0.5 2.6
C 0.6475 0.8440 -2.7002 2.6 1.0 -0.6
H 0.7099 0.2795 1.9033 -1.6 -0.8 -0.7
H -0.4200 1.8711 -1.2035 0.7 0.5 -0.2
C 0.6474 0.2294 -0.2514 1.3 -1.3 -1.8
H 1.7863 0.7193 -2.6320 -1.1 -0.6 0.7
H 1.6262 -1.6424 -0.0176 -0.7 0.7 -0.7
O -1.4252 -1.3159 3.4516 1.5 0.5 -1.7
O 0.3029 1.2465 -3.7694 -1.2 -0.1 -0.9
O -1.0984 -0.6177 1.0817 0.0 0.2 -0.3
H 1.7552 0.6378 -0.1218 -2.6 -0.1 -0.3
H -1.1362 -1.0620 2.4396 -1.8 -1.2 3.1
H -2.3655 -1.2416 3.6162 -0.1 0.1 -0.5
H -0.5199 1.3484 1.1910 -0.1 -0.8 -0.3
C -0.1229 0.2959 1.0947 2.4 2.3 0.9
```
Positions in Å, forces in eV/Å.

Values from the calculation:
* expectation value of S²: 0.755
* gap between HOMO and LUMO (spin up / spin down): 10.47 / 6.51 eV
* LUMO (spin up / spin down): 0.583 / -3.373 eV
* molar mass: 120.13 g mol⁻¹
* maximum force: 3.79 eV/Å
* 2S+1: 2
* energy relative to the best compared isomer or geometry (same formula, charge and spin): 3.006 eV
* E_HOMO (spin up / spin down): -0.364 / -0.363 hartree

natural (NBO) atomic charge list, values in e, 2 entries:
1. N -0.838
2. H 0.257


Entry 7:
Computed, not measured: 2 unconnected molecules or ions with the total composition C4H10NO3 in a non-equilibrium geometry, with ωB97M-V with the def2-TZVPD basis set.

Geometry as XYZ:
```
18
Properties=species:S:1:pos:R:3:forces:R:3
O -0.6347 -0.1625 2.1960 0.2 0.5 2.2
H 1.1955 -0.0379 1.9732 -0.7 0.0 2.4
H 1.0687 -0.1697 -0.7832 -2.8 -0.5 2.7
H -1.0550 -1.2735 0.5670 0.2 0.4 0.0
H -1.4440 -0.1001 2.7245 0.3 -0.2 -0.2
N 0.3843 1.7145 -0.3196 -2.8 -0.6 -1.6
H -1.3706 -1.7820 -1.9090 -0.5 -0.4 -0.8
H -2.6771 0.5771 1.1486 1.4 -0.2 -1.3
C 0.5170 0.1714 0.2505 3.2 0.9 -3.2
H 1.0106 2.5001 -0.1330 -0.2 -0.2 0.9
O 1.5192 0.0137 1.1054 1.3 0.2 -1.3
C 0.5721 -1.2546 -2.6312 3.8 1.2 -1.2
C -0.8382 -0.2221 0.8651 -1.6 -1.9 -1.3
H -0.7012 1.9030 -0.2639 2.4 0.3 0.1
C -0.5145 -1.6035 -2.5217 -6.3 -1.8 2.5
H 0.5606 1.4882 -1.3191 -0.4 0.7 0.6
O -1.9356 0.5683 0.4686 -0.5 0.7 0.3
H 1.4386 -0.8626 -2.9394 2.9 0.9 -0.9
```
Positions in Å, forces in eV/Å.

Values from the calculation:
* gap between HOMO and LUMO: 11.06 eV
* total charge: +1
* LUMO: -3.429 eV
* molar mass: 120.13 g mol⁻¹
* maximum force: 6.98 eV/Å
* energy relative to the best compared isomer or geometry (same formula, charge and spin): 5.032 eV
* E_HOMO: -0.532 hartree

natural (NBO) atomic charge list, values in e, 2 entries:
1. O -0.723
2. H 0.508


Entry 8:
Computed, not measured: 2 unconnected molecules or ions with the total composition C4H10NO3 in a non-equilibrium geometry, with ωB97M-V with the def2-TZVPD basis set.

Geometry as XYZ:
```
18
Properties=species:S:1:pos:R:3:forces:R:3
O -2.1560 0.9833 -1.1491 -0.2 -0.7 0.7
H -2.1903 3.0160 -1.6088 1.1 3.3 0.9
H -0.4103 0.3769 -0.7450 -0.2 -0.3 0.7
H 1.6608 -3.0494 2.3456 -0.8 -0.5 -0.5
N 1.2037 -0.6055 2.5232 1.0 -1.2 -1.0
C 1.9514 -2.5819 1.4053 2.1 1.3 0.8
H -1.8918 1.4609 -3.0932 0.1 -0.1 0.0
O -1.2009 2.9175 -1.8079 -2.5 -0.8 0.1
H 0.0508 -2.1000 -0.2633 0.0 -0.4 0.6
H 1.1751 -1.4392 3.1019 -0.6 0.6 1.0
O 0.3481 -0.2113 -0.6073 0.7 0.6 -0.1
C 1.5703 -1.2428 1.1604 -1.5 1.0 1.7
H 2.2242 -0.5864 0.5898 0.2 -0.5 -0.3
H -0.6643 -1.0660 1.0046 0.4 0.1 0.5
C -1.7776 1.6936 -2.0248 1.6 -1.5 -1.9
C 0.1961 -1.2028 0.3511 -0.8 -0.4 -2.6
H 2.0047 -0.0820 2.8775 0.0 0.0 -0.1
H 2.8257 -3.0335 0.9350 -0.4 -0.3 -0.5
```
Positions in Å, forces in eV/Å.

Values from the calculation:
* gap between HOMO and LUMO: 6.53 eV
* total charge: +1
* LUMO: -7.877 eV
* molar mass: 120.13 g mol⁻¹
* maximum force: 3.55 eV/Å
* energy relative to the best compared isomer or geometry (same formula, charge and spin): 6.337 eV
* E_HOMO: -0.529 hartree

natural (NBO) atomic charge list, values in e, 2 entries:
1. O -0.570
2. H 0.494